Entry 1:
{"formula": "C28H47SiSn", "method": "the ωB97M-V functional and the def2-TZVPD basis", "energy_ev": -43506.669, "homo_ev": -1.28, "relative_energy_kcal_mol": 0.0, "mol_weight_g_mol": 530.48, "gap_ev": 3.47, "lumo_energy_ev": 2.194, "charge": -1, "elements": ["C", "Si", "C", "H", "C", "Sn", "C", "C", "C", "H", "H", "H", "H", "H", "H", "H", "H", "H", "H", "H", "H", "H", "H", "H", "H", "H", "C", "C", "C", "C", "C", "C", "C", "C", "C", "C", "C", "C", "C", "C", "C", "C", "C", "C", "C", "C", "C", "C", "H", "H", "H", "H", "H", "H", "H", "H", "H", "H", "H", "H", "H", "H", "H", "H", "H", "H", "H", "H", "H", "H", "H", "H", "H", "H", "H", "H", "H"], "coordinates": [[-2.160, 3.561, -4.959], [-2.902, 3.097, -3.301], [-4.573, 2.276, -3.500], [-1.944, 2.050, -2.635], [-3.090, 4.669, -2.254], [-1.837, 4.450, -0.477], [-2.016, 6.200, 0.765], [-2.670, 2.687, 0.426], [0.128, 4.175, -1.306], [-2.746, 4.326, -5.486], [-1.136, 3.936, -4.838], [-2.117, 2.665, -5.591], [-5.335, 2.958, -3.897], [-4.473, 1.432, -4.194], [-4.931, 1.880, -2.542], [-2.731, 5.581, -2.758], [-4.113, 4.830, -1.877], [-1.379, 6.083, 1.652], [-1.697, 7.084, 0.196], [-3.062, 6.322, 1.076], [-2.064, 2.426, 1.299], [-3.701, 2.886, 0.738], [-2.664, 1.866, -0.296], [0.817, 3.886, -0.506], [0.107, 3.400, -2.077], [0.454, 5.122, -1.752], [-3.269, -5.081, 1.592], [-2.238, -4.086, 2.000], [-2.254, -2.823, 1.417], [-1.324, -1.850, 1.775], [-1.491, -0.498, 1.170], [-0.279, -2.185, 2.651], [0.854, -1.225, 2.928], [0.444, -0.198, 4.007], [1.461, -0.528, 1.677], [1.497, -1.266, 0.378], [2.686, -1.369, -0.409], [3.352, -2.629, -0.667], [3.084, -3.856, 0.146], [4.315, -2.689, -1.662], [4.729, -1.546, -2.354], [5.708, -1.667, -3.484], [4.266, -0.302, -1.928], [3.311, -0.183, -0.930], [2.897, 1.180, -0.477], [-0.314, -3.434, 3.306], [0.707, -3.772, 4.363], [-1.273, -4.389, 2.964], [-3.115, -6.010, 2.144], [-4.280, -4.704, 1.788], [-3.210, -5.282, 0.516], [-3.024, -2.589, 0.678], [-1.437, 0.296, 1.925], [-0.747, -0.289, 0.389], [-2.477, -0.423, 0.693], [1.688, -1.793, 3.368], [0.023, -0.691, 4.896], [1.309, 0.389, 4.342], [-0.317, 0.509, 3.644], [0.991, 0.469, 1.519], [2.526, -0.361, 1.922], [0.634, -1.905, 0.122], [3.588, -4.733, -0.276], [3.474, -3.736, 1.165], [2.020, -4.081, 0.231], [4.768, -3.637, -1.957], [5.893, -0.678, -3.922], [6.673, -2.101, -3.178], [5.303, -2.318, -4.271], [4.664, 0.592, -2.412], [3.523, 1.945, -0.957], [1.844, 1.384, -0.726], [3.029, 1.275, 0.609], [0.478, -4.768, 4.773], [1.735, -3.801, 3.956], [0.684, -3.037, 5.189], [-1.270, -5.374, 3.457]]}


Entry 2:
{"formula": "C2H3F3N2", "method": "the ωB97M-V functional and the def2-TZVPD basis", "energy_ev": -13251.599, "homo_ev": -9.43, "relative_energy_kcal_mol": 86.4, "mol_weight_g_mol": 112.05, "gap_ev": 9.56, "lumo_energy_ev": 0.129, "elements": ["C", "C", "N", "N", "F", "F", "F", "H", "H", "H"], "coordinates": [[-0.592, 1.051, -0.311], [-0.088, -1.912, -0.041], [1.065, 2.462, 0.616], [0.200, 1.962, -0.074], [-0.227, -3.001, -0.800], [-1.186, -1.676, 0.677], [0.986, -2.143, 0.748], [-1.043, 0.824, -1.225], [0.046, -0.915, -0.487], [0.839, 3.347, 0.896]]}


Entry 3:
{"formula": "C5H8", "method": "the ωB97M-V functional and the def2-TZVPD basis", "energy_ev": -5312.610, "homo_ev": -9.09, "relative_energy_kcal_mol": 35.9, "mol_weight_g_mol": 68.12, "gap_ev": 10.11, "lumo_energy_ev": 1.020, "smiles": "CC=C=CC", "elements": ["C", "C", "C", "C", "C", "H", "H", "H", "H", "H", "H", "H", "H"], "coordinates": [[-2.154, 0.327, -0.267], [-1.191, 0.720, 0.833], [0.063, 0.402, 0.646], [1.056, -0.407, 0.389], [2.290, -0.326, -0.452], [-3.129, 0.815, -0.186], [-2.305, -0.762, -0.240], [-1.723, 0.567, -1.244], [-1.554, 1.101, 1.783], [0.850, -1.400, 0.788], [3.085, -0.920, 0.011], [2.054, -0.799, -1.415], [2.659, 0.684, -0.646]]}


Entry 4:
{"formula": "C12H27N3SSi2", "method": "the ωB97M-V functional and the def2-TZVPD basis", "energy_ev": -43941.657, "homo_ev": -5.84, "mol_weight_g_mol": 301.61, "gap_ev": 4.28, "lumo_energy_ev": -1.554, "elements": ["C", "S", "N", "C", "C", "C", "C", "N", "C", "H", "H", "H", "H", "H", "H", "H", "H", "H", "C", "Si", "C", "C", "N", "Si", "C", "C", "C", "H", "H", "H", "H", "H", "H", "H", "H", "H", "H", "H", "H", "H", "H", "H", "H", "H", "H"], "coordinates": [[-2.690, 1.259, -1.625], [-1.102, 1.392, -2.419], [-1.322, 0.923, -3.978], [-0.713, 3.129, -2.341], [-1.703, 4.103, -2.331], [-1.263, 5.412, -2.234], [0.108, 5.637, -2.152], [1.047, 4.701, -2.183], [0.637, 3.442, -2.271], [-2.894, 0.222, -1.402], [-2.595, 1.860, -0.728], [-3.454, 1.716, -2.244], [-1.803, 1.588, -4.570], [-0.466, 0.571, -4.385], [-2.751, 3.864, -2.377], [-1.958, 6.231, -2.223], [0.449, 6.656, -2.051], [1.369, 2.649, -2.277], [1.331, 0.927, 0.426], [0.637, -0.794, 0.814], [0.582, -1.701, -0.860], [-1.175, -0.495, 1.323], [1.573, -1.518, 1.970], [1.349, -3.048, 2.628], [1.460, -4.457, 1.361], [-0.298, -3.257, 3.547], [2.707, -3.377, 3.900], [0.689, 1.377, -0.334], [1.333, 1.562, 1.314], [2.351, 0.862, 0.041], [0.142, -1.069, -1.651], [-0.021, -2.609, -0.804], [1.591, -1.973, -1.173], [-1.217, -0.038, 2.312], [-1.743, -1.427, 1.345], [-1.688, 0.181, 0.617], [0.582, -4.489, 0.711], [1.526, -5.430, 1.861], [2.348, -4.338, 0.738], [-0.457, -2.423, 4.232], [-0.306, -4.183, 4.134], [-1.145, -3.306, 2.857], [2.668, -2.633, 4.698], [3.691, -3.329, 3.430], [2.594, -4.369, 4.354]]}


Entry 5:
{"formula": "C3H3BrS", "method": "the ωB97M-V functional and the def2-TZVPD basis", "energy_ev": -84030.661, "homo_ev": [-8.68, -10.38], "relative_energy_kcal_mol": 64.6, "mol_weight_g_mol": 151.03, "gap_ev": [8.18, 7.01], "lumo_energy_ev": [-0.500, -3.374], "multiplicity": 3, "s_squared": 2.0253, "elements": ["C", "C", "C", "S", "Br", "H", "H", "H"], "coordinates": [[-0.590, -0.298, -0.144], [1.174, -2.613, -0.192], [-0.787, 0.971, 0.094], [1.003, -1.167, 0.388], [2.453, 1.139, 0.067], [-1.402, -0.924, -0.540], [-1.599, 1.269, -0.420], [-0.252, 1.624, 0.747]]}


Entry 6:
{"formula": "C7H9Cl", "method": "the ωB97M-V functional and the def2-TZVPD basis", "energy_ev": -19921.155, "homo_ev": [-8.18, -8.18], "relative_energy_kcal_mol": 126.9, "mol_weight_g_mol": 128.60, "gap_ev": [8.08, 8.08], "lumo_energy_ev": [-0.100, -0.106], "elements": ["C", "C", "C", "C", "C", "C", "C", "Cl", "H", "H", "H", "H", "H", "H", "H", "H", "H"], "coordinates": [[2.268, -1.313, 1.888], [2.301, -0.334, 1.211], [-0.295, 1.150, 0.152], [-0.965, 0.187, -0.350], [-2.442, 0.528, -0.596], [-0.401, -1.169, -0.846], [2.003, 0.898, 0.663], [2.644, 1.262, -0.970], [2.564, -2.255, 2.275], [-0.505, 2.214, 0.172], [-2.851, 0.637, 0.327], [-2.667, 1.399, -1.265], [-3.029, -0.316, -1.140], [-0.213, -1.843, 0.020], [0.590, -1.010, -1.309], [-1.024, -1.786, -1.540], [2.021, 1.751, 1.308]]}